34
Properties=species:S:1:pos:R:3:forces:R:3:lowdin_charge:R:1 method="wB97M-V/def2-TZVPD" energy_ha=-12653.99879 de_lowest_ev=0.000 max_force_ev_per_a=0.4 homo_lumo_gap_ev="6.41 / 6.41" homo_energy_ev="-5.558 / -5.131" lumo_ev="0.849 / 1.275" total_charge=-1
Na 0.978692 -0.417285 0.038796 -0.4 -0.2 0.0 0.4384
Br 4.250048 5.999457 0.219441 0.0 0.0 0.0 0.6998
C 3.903432 4.148292 0.123020 0.1 0.0 0.0 -0.7523
C 4.991627 3.235617 -0.055917 0.0 0.1 0.0 -0.7529
Br 6.749282 3.906987 -0.188787 0.0 0.0 0.0 0.6987
C 4.765478 1.887850 -0.131614 0.0 -0.1 0.0 -0.6550
Br 6.146611 0.631910 -0.366365 0.0 0.0 0.0 0.7667
C 3.439971 1.338929 -0.036617 0.0 0.1 0.0 -0.4047
O 3.184772 0.124644 -0.103249 0.2 -0.1 0.0 -0.0387
C 2.313068 2.286357 0.153700 0.1 0.0 0.0 -0.3971
O 1.163062 1.823355 0.242342 -0.1 0.2 0.1 -0.0534
C 2.618328 3.687622 0.223411 0.0 0.0 0.0 -0.6496
Br 1.137031 4.825160 0.456880 0.0 0.0 0.0 0.7697
C -4.752070 -2.184089 0.218286 0.0 0.0 0.0 -0.0581
C -3.652268 -1.186842 0.076860 0.1 0.1 0.0 -0.3190
C -3.687893 0.182582 -0.107850 0.0 0.0 0.0 -0.0109
C -2.342846 0.585008 -0.174546 -0.1 -0.1 0.0 -0.3567
N -1.535212 -0.466834 -0.040216 0.1 0.2 0.0 0.0524
N -2.356089 -1.524368 0.110633 -0.2 0.2 0.0 0.0003
C -1.845933 1.978279 -0.378803 0.1 0.0 0.0 -0.0501
H -5.713087 -1.676761 0.141555 0.0 0.0 0.0 0.0690
H -4.691479 -2.701960 1.175118 0.0 0.0 0.0 0.0659
H -4.684172 -2.953369 -0.550128 0.0 0.0 0.0 0.0644
H -4.563847 0.804822 -0.186809 0.0 0.0 0.0 0.0964
H -2.033612 -2.492459 0.225651 0.2 -0.1 0.1 -0.0518
H -2.694835 2.643290 -0.537333 0.0 0.0 0.0 0.0710
H -1.187456 2.050292 -1.244635 0.0 0.0 0.0 0.0739
H -1.272489 2.339682 0.473546 0.0 0.0 0.0 0.0559
Cl 0.845645 -6.221767 1.341274 0.0 -0.1 0.1 0.6501
C 0.555360 -5.310601 -0.051396 0.0 0.1 0.0 -1.3050
Cl 0.269629 -6.099926 -1.517310 0.0 0.0 -0.1 0.6499
Cl -2.146802 -4.495916 0.537360 0.0 -0.3 0.0 -0.1695
C 0.794184 -3.936274 -0.040735 0.1 0.0 0.0 -0.3860
N 1.053886 -2.811699 -0.045565 0.0 0.0 0.0 0.1881